One molecule with the formula C5H10N2O, computed with ωB97M-V with the def2-TZVPD basis set.

## Properties
- multiplicity = 1
- largest force on an atom (eV/Å) = 2.60
- ΔE to the lowest compared entry with this formula, charge and spin (kJ/mol) = 64.0
- SMILES string = C/C=C\N(C)C(N)=O
- LUMO (eV) = 0.756
- HOMO energy (eV) = -8.30
- DFT total energy (Ha) = -381.26107
- frontier orbital gap (Ha) = 0.3329
- molar mass (g mol⁻¹) = 114.15

XYZ file:
```
18
C5H10N2O | OMol25 | ωB97M-V with the def2-TZVPD basis set
C 2.909 0.280 -0.528
C 2.063 -0.725 0.186
C 0.759 -0.839 0.323
C 0.061 1.531 0.443
C -1.515 -0.299 -0.086
H 2.329 0.742 -1.302
H 3.234 1.084 0.144
H 3.805 -0.189 -0.867
H 2.708 -1.470 0.732
H 0.208 -1.733 0.671
H -0.248 2.193 -0.345
H -0.421 1.810 1.392
H 1.142 1.720 0.599
H -2.339 1.658 -0.046
H -3.388 0.337 -0.225
N -0.190 0.144 0.055
N -2.440 0.704 -0.353
O -1.786 -1.473 -0.087
```

Atom-resolved charges from natural (NBO), all expressed in e:
1 C -0.65
2 C -0.25
3 C -0.02
4 C -0.42
5 C 0.79
6 H 0.21
7 H 0.21
8 H 0.22
9 H 0.20
10 H 0.23
11 H 0.20
12 H 0.19
13 H 0.23
14 H 0.39
15 H 0.40
16 N -0.48
17 N -0.85
18 O -0.63

A 13-piece molecular cluster, C52H143N13O13 overall, computed with ωB97M-V with the def2-TZVPD basis set.

## Properties
- multiplicity = 1
- largest force on an atom (eV/Å) = 5.62
- ΔE to the lowest compared entry with this formula, charge and spin (kJ/mol) = 970.4
- LUMO (eV) = 0.041
- HOMO energy (eV) = -8.84
- DFT total energy (Ha) = -3756.37058
- frontier orbital gap (Ha) = 0.3263
- molar mass (g mol⁻¹) = 1158.79

XYZ file:
```
221
C52H143N13O13 | OMol25 | ωB97M-V with the def2-TZVPD basis set
C 9.624 -30.852 25.416
C 10.774 -29.963 24.950
C 11.077 -28.863 25.968
O 12.121 -28.052 25.367
C 12.776 -27.108 26.293
N 11.784 -31.017 24.836
H 9.198 -31.548 24.693
H 8.755 -30.213 25.576
H 9.783 -31.407 26.340
H 10.565 -29.564 23.958
H 11.563 -29.296 26.843
H 10.169 -28.295 26.166
H 13.346 -27.659 27.041
H 11.918 -26.581 26.710
H 13.452 -26.381 25.841
H 12.654 -30.615 24.519
H 11.378 -31.594 24.113
C 22.225 -21.047 23.672
C 20.873 -20.560 23.076
C 19.702 -20.531 24.157
O 18.582 -20.102 23.462
C 17.451 -20.903 23.214
N 21.088 -19.209 22.541
H 22.604 -20.328 24.397
H 23.122 -21.129 23.058
H 22.139 -21.916 24.323
H 20.658 -21.308 22.314
H 19.973 -19.732 24.847
H 19.500 -21.455 24.700
H 17.333 -21.748 23.892
H 17.447 -21.188 22.162
H 16.517 -20.363 23.368
H 20.258 -18.976 22.015
H 21.071 -18.602 23.347
C 21.588 -23.980 30.104
C 20.888 -24.163 31.479
C 20.042 -22.910 31.874
O 21.052 -21.920 32.156
C 20.546 -20.809 32.868
N 20.122 -25.343 31.344
H 21.883 -24.971 29.757
H 22.564 -23.526 30.274
H 20.984 -23.606 29.277
H 21.568 -24.349 32.311
H 19.376 -23.003 32.732
H 19.442 -22.599 31.020
H 19.760 -20.313 32.299
H 21.396 -20.151 33.049
H 20.151 -21.090 33.844
H 19.477 -25.217 32.111
H 19.514 -25.138 30.563
C 22.759 -14.605 28.698
C 23.700 -15.280 27.636
C 24.915 -15.982 28.261
O 24.468 -16.780 29.322
C 25.504 -17.395 30.078
N 22.871 -16.225 26.988
H 22.181 -15.302 29.306
H 22.172 -13.871 28.146
H 23.454 -14.006 29.285
H 23.855 -14.522 26.869
H 25.614 -15.183 28.508
H 25.394 -16.544 27.460
H 25.114 -17.878 30.974
H 26.238 -16.679 30.448
H 25.879 -18.193 29.437
H 22.011 -15.777 26.705
H 22.570 -16.864 27.710
C 18.709 -4.738 24.883
C 17.671 -4.912 25.947
C 17.966 -6.110 26.878
O 17.784 -7.142 26.090
C 18.072 -8.443 26.579
N 17.354 -3.712 26.657
H 19.657 -4.406 25.305
H 18.297 -4.123 24.083
H 18.840 -5.727 24.442
H 16.665 -5.075 25.561
H 17.123 -6.083 27.568
H 18.935 -6.091 27.377
H 17.725 -9.174 25.848
H 17.410 -8.592 27.432
H 19.093 -8.658 26.893
H 17.069 -3.105 25.901
H 18.011 -3.255 27.273
C 5.461 -20.164 31.796
C 4.938 -18.789 31.337
C 5.860 -17.563 31.690
O 7.164 -17.875 31.235
C 7.927 -16.700 31.388
N 4.678 -18.830 29.962
H 6.368 -20.469 31.273
H 4.742 -20.950 31.565
H 5.672 -20.185 32.866
H 3.965 -18.666 31.813
H 5.911 -17.338 32.755
H 5.456 -16.700 31.160
H 8.907 -16.978 30.999
H 7.949 -16.242 32.377
H 7.446 -16.027 30.677
H 4.120 -19.668 29.894
H 5.505 -18.968 29.398
C 16.611 -16.334 28.341
C 15.444 -17.279 28.166
C 15.050 -17.937 29.527
O 13.999 -18.938 29.486
C 14.407 -20.261 29.300
N 14.435 -16.529 27.587
H 16.449 -15.498 29.021
H 17.000 -15.832 27.455
H 17.424 -16.984 28.663
H 15.719 -18.065 27.464
H 14.661 -17.131 30.149
H 15.882 -18.432 30.027
H 15.074 -20.566 30.107
H 14.878 -20.343 28.320
H 13.579 -20.969 29.286
H 13.568 -16.985 27.833
H 14.389 -15.608 28.000
C 13.705 -14.056 35.288
C 12.856 -12.776 34.895
C 11.838 -12.221 35.943
O 12.535 -11.925 37.127
C 11.814 -11.289 38.256
N 13.757 -11.725 34.758
H 14.166 -13.886 36.261
H 14.464 -14.068 34.507
H 13.131 -14.983 35.275
H 12.273 -12.886 33.980
H 11.136 -13.011 36.211
H 11.217 -11.414 35.554
H 12.586 -10.910 38.926
H 11.178 -11.961 38.833
H 11.188 -10.525 37.796
H 13.974 -11.486 35.715
H 13.259 -10.936 34.371
C 9.656 -18.268 25.190
C 9.121 -17.814 26.423
C 7.738 -17.130 26.249
O 7.483 -16.541 24.975
C 7.917 -15.177 24.833
N 9.023 -18.958 27.312
H 9.712 -17.411 24.519
H 8.951 -18.909 24.661
H 10.671 -18.666 25.200
H 9.754 -17.119 26.974
H 7.381 -16.537 27.092
H 7.004 -17.919 26.083
H 7.650 -14.840 23.831
H 8.980 -15.001 25.002
H 7.602 -14.372 25.496
H 9.971 -19.200 27.563
H 8.728 -18.444 28.130
C 10.694 -11.097 29.084
C 12.006 -10.418 28.760
C 12.002 -8.962 29.349
O 11.698 -9.102 30.747
C 11.773 -7.867 31.416
N 12.946 -11.281 29.379
H 10.532 -11.884 28.347
H 9.841 -10.418 29.070
H 10.609 -11.506 30.090
H 12.010 -10.451 27.670
H 11.196 -8.408 28.867
H 12.989 -8.565 29.110
H 12.783 -7.457 31.417
H 11.534 -8.095 32.455
H 11.176 -7.057 30.999
H 13.838 -10.831 29.526
H 12.613 -11.463 30.315
C 20.379 -26.191 37.593
C 19.732 -27.440 37.148
C 18.203 -27.240 36.780
O 17.993 -26.213 35.782
C 16.709 -26.188 35.097
N 20.428 -27.993 35.983
H 20.119 -25.511 36.782
H 21.464 -26.148 37.686
H 19.929 -25.808 38.509
H 19.658 -28.122 37.995
H 17.622 -27.079 37.688
H 17.848 -28.157 36.310
H 16.117 -25.493 35.693
H 16.222 -27.161 35.164
H 16.725 -25.708 34.118
H 20.321 -27.382 35.185
H 21.393 -27.742 36.144
C 8.252 -23.898 38.332
C 9.461 -23.024 38.006
C 9.276 -22.123 36.744
O 10.582 -21.713 36.157
C 10.445 -20.888 35.022
N 9.712 -22.313 39.189
H 8.576 -24.509 39.175
H 8.048 -24.673 37.593
H 7.376 -23.293 38.565
H 10.254 -23.749 37.821
H 8.794 -21.174 36.978
H 8.662 -22.713 36.064
H 10.037 -21.395 34.148
H 11.384 -20.350 34.896
H 9.789 -20.081 35.348
H 8.768 -22.271 39.546
H 9.843 -21.365 38.866
C 15.297 -14.426 20.660
C 15.837 -15.860 20.856
C 16.559 -16.485 19.628
O 15.776 -16.665 18.410
C 16.478 -17.313 17.405
N 16.777 -15.825 22.049
H 14.697 -13.988 21.458
H 14.676 -14.393 19.765
H 16.068 -13.708 20.385
H 14.973 -16.490 21.065
H 17.082 -17.401 19.901
H 17.390 -15.828 19.371
H 15.996 -17.331 16.428
H 16.500 -18.364 17.693
H 17.433 -16.904 17.074
H 16.991 -16.812 22.065
H 16.231 -15.737 22.894
```

Results of the Mulliken charge analysis, in e, for atoms 1 through 99:
1 C -1.43
2 C 0.53
3 C -0.74
4 O -0.32
5 C -0.69
6 N -0.74
7 H 0.41
8 H 0.38
9 H 0.35
10 H 0.24
11 H 0.37
12 H 0.35
13 H 0.28
14 H 0.29
15 H 0.25
16 H 0.24
17 H 0.24
18 C -1.43
19 C 0.39
20 C -0.69
21 O -0.17
22 C -0.76
23 N -0.71
24 H 0.30
25 H 0.36
26 H 0.37
27 H 0.27
28 H 0.26
29 H 0.40
30 H 0.33
31 H 0.28
32 H 0.23
33 H 0.29
34 H 0.29
35 C -1.47
36 C 0.40
37 C -0.62
38 O -0.28
39 C -0.73
40 N -0.72
41 H 0.46
42 H 0.34
43 H 0.35
44 H 0.30
45 H 0.40
46 H 0.27
47 H 0.28
48 H 0.25
49 H 0.30
50 H 0.18
51 H 0.30
52 C -1.21
53 C 0.16
54 C -0.84
55 O -0.25
56 C -0.78
57 N -0.67
58 H 0.31
59 H 0.43
60 H 0.29
61 H 0.39
62 H 0.40
63 H 0.41
64 H 0.24
65 H 0.30
66 H 0.31
67 H 0.26
68 H 0.26
69 C -1.37
70 C 0.52
71 C -0.70
72 O -0.28
73 C -0.76
74 N -0.66
75 H 0.31
76 H 0.38
77 H 0.34
78 H 0.19
79 H 0.37
80 H 0.38
81 H 0.26
82 H 0.29
83 H 0.29
84 H 0.24
85 H 0.20
86 C -1.37
87 C 0.42
88 C -0.93
89 O -0.20
90 C -0.83
91 N -0.69
92 H 0.30
93 H 0.43
94 H 0.32
95 H 0.31
96 H 0.42
97 H 0.44
98 H 0.24
99 H 0.30

One molecule with the formula C13H17N3O3S2, computed with ωB97M-V with the def2-TZVPD basis set.

## Properties
- multiplicity = 1
- largest force on an atom (eV/Å) = 1.79
- ΔE to the lowest compared entry with this formula, charge and spin (kJ/mol) = 238.0
- SMILES string = COc1ccc(S(=O)(=O)Nc2nnc(C(C)(C)C)s2)cc1
- LUMO (eV) = 0.499
- HOMO energy (eV) = -9.05
- DFT total energy (Ha) = -1691.90725
- frontier orbital gap (Ha) = 0.3509
- molar mass (g mol⁻¹) = 327.43

XYZ file:
```
38
C13H17N3O3S2 | OMol25 | ωB97M-V with the def2-TZVPD basis set
C -4.547 -2.725 -0.723
H -4.060 -2.711 -1.702
O -3.682 -2.263 0.292
C -3.214 -0.999 0.232
C -2.373 -0.612 1.284
C -1.839 0.657 1.319
C -2.140 1.547 0.302
C -2.969 1.186 -0.740
C -3.514 -0.085 -0.780
H -4.163 -0.354 -1.597
H -3.195 1.909 -1.507
S -1.394 3.162 0.275
O -0.675 3.394 1.485
O -2.316 4.141 -0.204
N -0.257 3.004 -0.977
C 0.688 2.029 -0.928
N 1.217 1.454 -1.955
N 2.126 0.538 -1.630
C 2.309 0.382 -0.375
C 3.261 -0.586 0.248
C 3.953 -1.394 -0.851
H 3.219 -1.943 -1.434
H 4.490 -0.732 -1.523
H 4.654 -2.097 -0.408
C 4.299 0.199 1.058
H 5.003 -0.488 1.523
H 4.852 0.876 0.411
H 3.814 0.782 1.837
C 2.476 -1.519 1.177
H 3.150 -2.242 1.631
H 1.713 -2.057 0.618
H 1.991 -0.950 1.967
S 1.293 1.455 0.607
H -0.554 3.278 -1.900
H -1.199 0.979 2.124
H -2.159 -1.332 2.058
H -5.468 -2.135 -0.762
H -4.788 -3.752 -0.455
```

Atom-resolved charges from natural (NBO), all expressed in e:
1 C -0.26
2 H 0.18
3 O -0.48
4 C 0.33
5 C -0.26
6 C -0.15
7 C -0.40
8 C -0.16
9 C -0.27
10 H 0.22
11 H 0.23
12 S 2.32
13 O -0.92
14 O -0.92
15 N -0.86
16 C 0.20
17 N -0.31
18 N -0.27
19 C 0.10
20 C -0.12
21 C -0.59
22 H 0.22
23 H 0.22
24 H 0.21
25 C -0.59
26 H 0.21
27 H 0.22
28 H 0.21
29 C -0.59
30 H 0.21
31 H 0.22
32 H 0.21
33 S 0.33
34 H 0.44
35 H 0.25
36 H 0.23
37 H 0.18
38 H 0.21

One molecule with the formula C2ClF4NO2, computed with ωB97M-V with the def2-TZVPD basis set.

## Properties
- multiplicity = 1
- largest force on an atom (eV/Å) = 7.98
- ΔE to the lowest compared entry with this formula, charge and spin (kJ/mol) = 311.0
- SMILES string = [O-]/[N+](OC(F)(F)F)=C(/F)Cl
- LUMO (alpha / beta) (eV) = -0.236 / -0.236
- HOMO energy (alpha / beta) (eV) = -9.62 / -9.61
- DFT total energy (Ha) = -1140.88517
- frontier orbital gap (alpha / beta) (Ha) = 0.3447 / 0.3447
- molar mass (g mol⁻¹) = 181.47

XYZ file:
```
10
C2ClF4NO2 | OMol25 | ωB97M-V with the def2-TZVPD basis set
C -0.116 -0.590 -1.684
C -0.524 0.088 1.602
N 0.194 0.083 -0.581
O -0.845 0.381 0.284
O 1.286 0.572 -0.125
F -1.176 -1.408 -1.642
F -0.512 -1.055 2.162
F -1.705 0.671 2.135
F 0.344 1.036 1.908
Cl 0.487 -0.963 -3.101
```

Atom-resolved charges from natural (NBO), all expressed in e:
1 C 0.39
2 C 1.15
3 N 0.26
4 O -0.33
5 O -0.48
6 F -0.30
7 F -0.25
8 F -0.36
9 F -0.28
10 Cl 0.19